Here is 6 unconnected molecules or ions with the total composition C21H40Cl4O15 at a distorted geometry from the OMol25 dataset. Energies are from wB97M-V/def2-TZVPD.

Properties
structure (SMILES)	ClC(Cl)(Cl)Cl.CCOC(=O)OC.CCOC(=O)OC.CCOC(=O)OC.CCOC(=O)OC.CCOC(=O)OC
gap between HOMO and LUMO	10.8	eV
lowest unoccupied orbital energy	0.03	eV

The geometry in XYZ format:
```
80
Properties=species:S:1:pos:R:3:mulliken_charge:R:1
C -0.24 -0.93 3.25 -0.450
C -1.00 -0.97 4.56 -0.344
O -1.84 -2.20 4.64 -0.303
C -1.25 -3.20 5.31 0.757
O -0.18 -3.13 5.87 -0.580
O -2.08 -4.22 5.34 -0.329
C -1.54 -5.36 6.04 -0.644
H 0.44 -0.09 3.32 0.319
H -0.98 -0.79 2.46 -0.159
H 0.31 -1.85 3.04 0.379
H -1.73 -0.21 4.60 0.241
H -0.36 -0.87 5.44 0.399
H -1.08 -5.06 6.99 0.313
H -0.72 -5.86 5.52 0.293
H -2.45 -6.00 6.13 0.211
C 4.05 -0.70 -2.59 -0.543
C 3.48 -2.04 -2.11 -0.373
O 3.67 -3.02 -3.19 -0.257
C 3.10 -4.18 -2.88 0.685
O 2.57 -4.51 -1.85 -0.546
O 3.28 -4.97 -4.04 -0.329
C 2.81 -6.36 -4.01 -0.632
H 5.06 -0.91 -2.93 0.218
H 4.14 -0.12 -1.68 0.101
H 3.41 -0.23 -3.36 0.250
H 2.41 -2.07 -1.84 0.295
H 4.04 -2.35 -1.26 0.285
H 3.17 -6.92 -3.14 0.290
H 3.14 -6.77 -4.94 0.243
H 1.72 -6.46 -3.95 0.286
C 4.60 2.57 0.60 -0.882
C 6.11 2.62 0.35 -0.490
O 6.59 1.39 -0.35 -0.374
C 6.81 1.63 -1.67 0.907
O 6.57 2.68 -2.21 -0.605
O 7.19 0.49 -2.19 -0.320
C 7.41 0.72 -3.67 -0.657
H 4.26 1.67 1.10 0.308
H 4.15 2.68 -0.40 0.187
H 4.32 3.46 1.15 0.409
H 6.71 2.73 1.25 0.370
H 6.37 3.46 -0.23 0.350
H 7.68 1.75 -3.93 0.331
H 6.54 0.32 -4.22 0.261
H 8.25 0.02 -3.95 0.256
C -3.61 0.57 2.04 -0.156
C -3.16 1.95 2.36 -0.296
O -4.28 2.87 2.12 -0.300
C -3.91 4.11 1.82 0.783
O -2.83 4.57 1.79 -0.546
O -5.09 4.74 1.65 -0.332
C -4.93 6.17 1.32 -0.683
H -2.76 -0.08 2.25 -0.214
H -3.79 0.44 0.97 -0.241
H -4.45 0.17 2.62 0.383
H -2.30 2.21 1.74 0.316
H -2.92 2.23 3.38 0.436
H -4.46 6.74 2.14 0.305
H -5.96 6.51 1.14 0.239
H -4.38 6.28 0.38 0.300
C -5.17 2.80 -1.23 -0.355
C -6.11 1.66 -1.55 -0.392
O -5.64 0.89 -2.72 -0.388
C -4.66 -0.01 -2.37 0.802
O -4.25 -0.19 -1.27 -0.575
O -4.24 -0.63 -3.46 -0.379
C -3.15 -1.60 -3.25 -0.465
H -5.55 3.33 -0.35 0.196
H -5.07 3.51 -2.06 0.373
H -4.18 2.42 -0.97 -0.173
H -7.11 1.97 -1.88 0.339
H -6.11 0.99 -0.65 0.267
H -2.64 -1.58 -4.21 0.237
H -3.62 -2.58 -3.18 0.294
H -2.47 -1.42 -2.42 0.159
C -0.02 1.00 -1.30 0.256
Cl 0.45 0.58 -2.97 -0.093
Cl -0.53 -0.45 -0.43 -0.077
Cl 1.35 1.79 -0.49 -0.082
Cl -1.36 2.22 -1.36 -0.065
```